No. 1
The following is a DFT calculation (ωB97M-V with the def2-TZVPD basis set) of the molecule C19H15F2NO2.

Computed properties:
Relative energy (zero: lowest compared OMol25 entry of this formula, charge and spin) in kcal/mol: 41.6
Strongest force on any atom in eV Å⁻¹: 3.3
LUMO level in hartree: -0.034
DFT total energy in eV: -30965.3660
Structure (SMILES): Cc1ccc(C(c2ccc(C)c(F)c2)N2C(=O)C=CC2=O)cc1F
Spin multiplicity: 1

Bonds (Å) are listed after each position.
CARTESIAN COORDINATES (ANGSTROEM)
1 C 1.34 -3.72 -3.84  C2 1.504, H25 1.102, H26 1.110, H27 1.104
2 C 0.94 -2.92 -2.63  C1 1.504, C3 1.419, C23 1.399
3 C -0.20 -3.19 -1.84  C2 1.419, C4 1.379, H28 1.105
4 C -0.60 -2.35 -0.82  C3 1.379, C5 1.393, H29 1.111
5 C 0.07 -1.17 -0.51  C4 1.393, C6 1.536, C22 1.410
6 C -0.64 -0.39 0.61  C5 1.536, C7 1.514, N15 1.452, H30 1.239
7 C 0.15 0.83 1.05  C6 1.514, C8 1.383, C14 1.411
8 C 0.05 1.06 2.41  C7 1.383, C9 1.395, H31 1.092
9 C 0.78 2.06 3.06  C8 1.395, C10 1.408, H32 1.089
10 C 1.71 2.87 2.38  C9 1.408, C11 1.509, C12 1.395
11 C 2.38 4.08 2.99  C10 1.509, H33 1.102, H34 1.107, H35 1.108
12 C 1.90 2.51 1.04  C10 1.395, F13 1.378, C14 1.397
13 F 2.73 3.33 0.30  C12 1.378
14 C 1.18 1.52 0.38  C7 1.411, C12 1.397, H36 1.096
15 N -1.93 0.18 0.29  C6 1.452, C16 1.421, C20 1.440
16 C -2.48 0.24 -1.02  N15 1.421, O17 1.243, C18 1.488
17 O -1.91 0.05 -2.11  C16 1.243
18 C -3.92 0.55 -0.87  C16 1.488, C19 1.347, H37 1.087
19 C -4.25 0.48 0.44  C18 1.347, C20 1.486, H38 1.089
20 C -3.03 0.12 1.21  N15 1.440, C19 1.486, O21 1.231
21 O -3.03 -0.21 2.40  C20 1.231
22 C 1.34 -1.04 -1.10  C5 1.410, C23 1.383, H39 1.087
23 C 1.74 -1.89 -2.12  C2 1.399, C22 1.383, F24 1.383
24 F 2.98 -1.71 -2.72  C23 1.383
25 H 0.75 -4.65 -3.88  C1 1.102
26 H 1.19 -3.22 -4.82  C1 1.110
27 H 2.40 -3.98 -3.76  C1 1.104
28 H -0.85 -4.04 -2.11  C3 1.105
29 H -1.52 -2.60 -0.26  C4 1.111
30 H -0.82 -1.17 1.56  C6 1.239
31 H -0.56 0.40 3.03  C8 1.092
32 H 0.57 2.27 4.10  C9 1.089
33 H 2.02 4.24 4.02  C11 1.102
34 H 3.48 4.00 3.03  C11 1.107
35 H 2.14 4.99 2.41  C11 1.108
36 H 1.54 1.32 -0.64  C14 1.096
37 H -4.55 0.80 -1.72  C18 1.087
38 H -5.21 0.66 0.92  C19 1.089
39 H 2.11 -0.31 -0.84  C22 1.087

---

No. 2
The following is a DFT calculation (ωB97M-V with the def2-TZVPD basis set) of a cluster of 2 separate species, C5H10O in total.

Computed properties:
Relative energy (zero: lowest compared OMol25 entry of this formula, charge and spin) in kcal/mol: 41.9
Strongest force on any atom in eV Å⁻¹: 0.5
LUMO level in hartree: 0.031
DFT total energy in eV: -7392.9477
Structure (SMILES): C=CCC.C=O
Spin multiplicity: 1

Bonds (Å) are listed after each position.
CARTESIAN COORDINATES (ANGSTROEM)
1 C 1.10 -0.33 1.43  C2 1.330, H5 1.084, H6 1.089
2 C 0.37 0.64 0.88  C1 1.330, C3 1.512, H7 1.091
3 C 0.57 1.14 -0.53  C2 1.512, C4 1.532, H8 1.094, H9 1.096
4 C 0.49 0.10 -1.65  C3 1.532, H10 1.095, H11 1.095, H12 1.095
5 H 0.99 -0.60 2.47  C1 1.084
6 H 1.86 -0.86 0.86  C1 1.089
7 H -0.38 1.14 1.49  C2 1.091
8 H -0.14 1.95 -0.73  C3 1.094
9 H 1.56 1.61 -0.57  C3 1.096
10 H -0.53 -0.28 -1.79  C4 1.095
11 H 1.14 -0.76 -1.46  C4 1.095
12 H 0.80 0.55 -2.60  C4 1.095
13 C -1.98 -1.08 0.56  O14 1.203, H15 1.111, H16 1.107
14 O -2.50 -1.20 1.64  C13 1.203
15 H -2.18 -0.22 -0.11  C13 1.111
16 H -1.27 -1.83 0.15  C13 1.107

---

No. 3
The following is a DFT calculation (ωB97M-V with the def2-TZVPD basis set) of the molecule C9H12NO4P.

Computed properties:
Relative energy (zero: lowest compared OMol25 entry of this formula, charge and spin) in kcal/mol: 0.0
Strongest force on any atom in eV Å⁻¹: 3.9
LUMO level in hartree: -0.029
DFT total energy in eV: -28495.6364
Spin multiplicity: 1

Bonds (Å) are listed after each position.
CARTESIAN COORDINATES (ANGSTROEM)
1 C -1.31 0.84 1.40  C2 1.334, C4 1.472, H16 1.091
2 C -0.35 0.84 2.33  C1 1.334, C6 1.401, H17 1.121
3 C 1.01 -0.59 0.93  C5 1.421, C6 1.397, H18 1.033
4 C -1.22 0.10 0.13  C1 1.472, C5 1.431, C7 1.449
5 C -0.03 -0.68 -0.04  C3 1.421, C4 1.431, O13 1.304
6 C 0.86 0.20 2.07  C2 1.401, C3 1.397, O14 1.435
7 C -2.08 0.30 -1.02  C4 1.449, C8 1.469, N10 1.298
8 C -2.59 -0.84 -1.80  C7 1.469, H19 1.125, H20 1.084, H21 1.047
9 C 3.16 -0.16 2.62  O14 1.426, H22 1.028, H23 1.099, H24 1.067
10 N -2.55 1.48 -1.26  C7 1.298, H25 0.996, H27 0.974
11 O 0.88 -1.23 -3.77  P15 1.461
12 O 2.38 0.01 -2.11  P15 1.689, H26 0.951
13 O 0.14 -1.29 -1.17  C5 1.304, P15 1.969
14 O 1.85 0.12 3.11  C6 1.435, C9 1.426
15 P 0.81 -0.24 -2.69  O11 1.461, O12 1.689, O13 1.969
16 H -2.16 1.52 1.46  C1 1.091
17 H -0.52 1.44 3.27  C2 1.121
18 H 1.90 -1.09 0.76  C3 1.033
19 H -3.31 -1.55 -1.32  C8 1.125
20 H -1.65 -1.25 -2.16  C8 1.084
21 H -3.07 -0.60 -2.69  C8 1.047
22 H 3.75 0.45 3.21  C9 1.028
23 H 3.06 0.16 1.57  C9 1.099
24 H 3.32 -1.21 2.72  C9 1.067
25 H -3.02 1.58 -2.14  N10 0.996
26 H 2.93 -0.58 -2.60  O12 0.951
27 H -2.21 2.27 -0.79  N10 0.974